Formula: C5H12N2
Source: OMol25
Level of theory: the ωB97M-V functional and the def2-TZVPD basis

## Properties
Kohn-Sham gap: 9.35 eV
Energy relative to the best compared isomer or geometry (same formula, charge and spin): 88.50 kcal per mole
Highest occupied orbital energy: -8.37 eV
Largest force on an atom: 0.08567 Eh/bohr
DFT total energy: -8356.2984 eV
SMILES: C=C(CCN)NC

Structure (ORCA input):
```
! wB97M-V def2-TZVPD RIJCOSX def2/J DEFGRID3
* xyz 0 1
C -1.131 1.967 0.571
C -0.406 0.822 0.522
C -1.047 -0.406 -0.026
C -0.841 -0.826 -1.470
N 0.661 -1.203 -1.669
N 0.990 0.660 0.694
C 1.531 -0.361 1.626
H -2.109 2.043 1.136
H -0.624 2.962 0.176
H -0.632 -1.325 0.368
H -2.114 -0.474 0.321
H -1.183 -0.097 -2.240
H -1.400 -1.660 -1.875
H 0.884 -1.949 -1.075
H 0.630 -1.469 -2.673
H 1.361 0.426 -0.261
H 2.582 -0.226 1.849
H 0.892 -0.147 2.456
H 1.524 -1.454 1.314
*
```



Formula: C27H28BCl2I2N5S
Source: OMol25
Level of theory: the ωB97M-V functional and the def2-TZVPD basis

## Properties
Kohn-Sham gap: 8.84 eV
Highest occupied orbital energy: -9.35 eV
Largest force on an atom: 0.01405 Eh/bohr
DFT total energy: -88661.8755 eV

Structure (ORCA input):
```
! wB97M-V def2-TZVPD RIJCOSX def2/J DEFGRID3
* xyz 0 1
C 8.572 -1.899 -0.424
C 7.336 -1.202 0.038
Cl 7.561 -0.200 1.448
C 6.121 -1.253 -0.499
Cl 5.863 -2.253 -1.912
B 4.791 -0.575 -0.020
N 4.631 0.852 0.010
C 5.343 1.746 -0.379
S 6.215 2.949 -0.839
C 3.608 -1.493 0.445
I 4.063 -1.636 2.546
C 2.167 -1.077 0.243
C 1.150 -2.178 0.528
I 1.985 -0.415 -1.804
H 9.175 -1.221 -1.034
H 8.315 -2.769 -1.027
H 9.182 -2.209 0.423
H 3.737 -2.512 0.073
H 1.945 -0.190 0.834
H 0.235 -1.761 0.949
H 1.555 -2.901 1.241
H 0.880 -2.730 -0.372
N -2.392 1.447 -3.366
C -1.518 1.616 -2.375
C -1.569 2.677 -1.482
C -2.574 3.619 -1.631
C -3.490 3.454 -2.656
C -3.359 2.351 -3.490
H -0.738 0.869 -2.281
H -0.835 2.758 -0.691
H -2.658 4.459 -0.954
H -4.297 4.160 -2.803
H -4.070 2.183 -4.292
N -3.955 4.462 1.477
C -3.513 5.255 2.451
C -3.093 4.786 3.687
C -3.137 3.421 3.927
C -3.596 2.586 2.921
C -3.990 3.154 1.719
H -3.492 6.317 2.232
H -2.742 5.478 4.440
H -2.819 3.017 4.879
H -3.650 1.515 3.059
H -4.350 2.528 0.909
N 2.950 -5.965 0.436
C 3.090 -7.188 -0.071
C 4.320 -7.796 -0.277
C 5.469 -7.097 0.059
C 5.338 -5.824 0.588
C 4.062 -5.309 0.757
H 2.173 -7.708 -0.326
H 4.371 -8.793 -0.693
H 6.447 -7.538 -0.090
H 6.202 -5.234 0.866
H 3.926 -4.313 1.164
N -7.551 1.321 -1.973
C -8.748 1.312 -1.392
C -9.103 2.161 -0.353
C -8.167 3.071 0.108
C -6.915 3.093 -0.487
C -6.659 2.199 -1.519
H -9.460 0.589 -1.776
H -10.094 2.106 0.078
H -8.406 3.752 0.915
H -6.149 3.787 -0.164
H -5.688 2.191 -1.999
*
```



The lowest Kohn-Sham gap belongs to which entry? C27H28BCl2I2N5S